Entry 1:
{
  "formula": "C7H8F3N",
  "method": "wB97M-V/def2-TZVPD",
  "elements": ["C", "H", "C", "F", "C", "N", "C", "H", "H", "H", "C", "H", "H", "H", "C", "F", "C", "F", "H"],
  "coordinates": [[-2.13, 0.64, -0.46], [-3.07, 1.12, -0.65], [-1.33, -1.56, 0.48], [3.02, 0.43, -1.35], [-2.21, -0.54, 0.46], [0.61, -0.24, 1.24], [0.93, 0.03, -0.06], [-0.63, -1.66, -0.24], [-3.04, -0.49, 1.09], [1.09, 0.92, -1.78], [0.32, 0.73, -1.05], [0.09, 0.46, 1.71], [-1.49, -2.41, 1.12], [-1.11, 2.03, -1.88], [2.49, 0.00, -0.21], [2.89, 0.95, 0.63], [-1.04, 1.21, -1.07], [3.18, -1.12, 0.19], [1.43, -0.50, 1.84]],
  "relative_energy_kcal_mol": 15.7
}


Entry 2:
{
  "formula": "C3H4NiO2",
  "method": "wB97M-V/def2-TZVPD",
  "elements": ["C", "O", "H", "C", "H", "Ni", "C", "H", "O", "H"],
  "coordinates": [[-0.65, -1.01, 0.20], [0.53, 1.61, 0.20], [0.10, -0.45, -1.80], [0.48, 0.43, 0.54], [1.01, 0.11, 1.46], [1.27, 3.22, 0.78], [0.35, -0.79, -0.79], [1.26, -1.36, -0.56], [-1.85, -0.53, -0.05], [-2.51, -1.24, 0.01]],
  "multiplicity": 4,
  "total_charge": 1,
  "s2": 3.7589,
  "relative_energy_kcal_mol": 45.4
}


Entry 3:
{
  "formula": "C23H59BIO16P3SSi2",
  "method": "wB97M-V/def2-TZVPD",
  "elements": ["C", "O", "H", "H", "C", "H", "O", "O", "H", "C", "H", "H", "Si", "H", "H", "H", "O", "H", "S", "Si", "C", "C", "H", "H", "H", "O", "H", "H", "C", "H", "O", "H", "C", "C", "C", "O", "I", "H", "C", "O", "H", "H", "H", "C", "H", "H", "H", "C", "H", "B", "H", "C", "H", "O", "O", "H", "H", "H", "H", "H", "H", "H", "C", "H", "H", "H", "C", "H", "O", "H", "C", "H", "O", "H", "H", "P", "H", "H", "H", "C", "H", "C", "C", "O", "C", "H", "H", "H", "H", "H", "H", "H", "O", "C", "O", "H", "C", "H", "O", "H", "C", "P", "H", "P", "H", "H"],
  "coordinates": [[-2.42, 0.71, 1.73], [-0.84, 2.83, -5.02], [-0.15, 12.53, 4.48], [0.56, -3.29, -4.95], [-4.47, -2.18, 0.68], [2.66, 11.43, 5.04], [-1.60, -11.35, -0.52], [1.04, 10.18, 4.71], [3.25, 5.79, 4.58], [1.18, -11.62, 1.51], [-1.68, -2.74, 1.14], [-1.98, 0.89, 2.72], [1.14, 3.07, -0.69], [1.24, 13.54, 4.93], [2.95, -0.13, -2.97], [0.00, 11.83, 1.69], [-1.87, 2.02, -2.81], [-4.61, -0.06, 0.54], [1.02, -1.56, -3.41], [1.21, 1.53, -3.16], [1.62, -10.67, 0.42], [-1.29, 0.74, 0.69], [3.28, 5.47, 0.36], [-0.29, -1.55, -6.40], [-1.70, -7.93, -2.17], [-1.44, 0.41, -4.70], [-1.70, 1.14, -0.25], [2.46, -0.02, -4.63], [-0.17, 2.83, 0.68], [-2.33, -2.75, -0.56], [-1.03, -9.90, -2.21], [-2.00, -8.83, -3.64], [0.94, 12.61, 4.46], [-2.34, -3.22, 0.42], [1.21, 10.59, 0.40], [1.24, 1.60, -1.50], [0.40, 4.97, -2.08], [-3.16, -12.36, 0.33], [0.79, -1.55, -6.24], [0.07, 9.91, 2.48], [-4.99, -2.31, -0.28], [2.15, 10.89, 0.87], [0.81, -8.05, -2.75], [1.58, 11.42, 5.16], [1.10, -0.51, -6.18], [1.25, 12.64, 3.41], [1.25, -1.99, -7.13], [-1.83, -4.67, 0.24], [-2.48, -9.61, 1.51], [2.86, 3.62, 0.17], [2.02, 2.59, -3.78], [-1.26, -8.65, -2.86], [-2.01, 2.98, -2.74], [2.96, 9.52, 3.28], [2.81, 4.81, 0.89], [0.36, -8.79, -4.27], [-0.16, -7.13, -3.92], [0.26, -11.27, 1.98], [-3.23, -0.74, -0.28], [-1.42, 0.52, -5.66], [1.37, 11.48, 6.23], [1.70, -9.65, 0.80], [-3.18, -10.36, 1.10], [0.10, 3.45, 1.54], [2.91, 7.41, 5.21], [-0.89, 10.59, 0.83], [1.96, 6.97, 3.32], [-3.89, -10.61, 1.89], [0.75, -10.72, -0.71], [4.36, 2.23, 1.02], [2.49, 6.56, 4.68], [1.94, -11.70, 2.29], [-0.45, -8.58, -0.25], [1.67, 6.18, 5.29], [1.30, 9.54, 0.12], [-0.86, 1.74, -4.03], [-3.15, 1.49, 1.51], [-1.13, 3.15, 0.27], [-1.00, -0.29, 0.47], [2.07, -0.09, -3.62], [4.32, 2.24, -0.79], [0.01, -8.12, -3.48], [1.17, -2.39, -5.03], [-3.06, -0.55, 1.81], [-3.81, -0.82, 0.65], [-2.66, -5.36, 0.19], [-3.72, -9.89, 0.28], [2.61, -10.96, 0.05], [-5.27, -2.16, 1.44], [-1.84, -12.02, 1.44], [2.21, -2.70, -5.13], [-1.30, -4.70, -0.71], [1.03, 8.05, 3.43], [-2.44, -11.59, 0.63], [-0.16, 1.47, 1.11], [-1.10, -4.93, 1.01], [0.04, 10.79, 1.35], [1.08, 11.18, -0.50], [-3.64, -3.27, 1.01], [2.78, 7.23, 2.64], [4.22, 2.83, 0.12], [1.48, 9.59, 3.26], [0.99, -12.62, 1.11], [-0.70, -9.99, -0.62], [1.43, 6.14, 2.87], [5.03, 3.57, 0.12]],
  "e_tot_ha": -4439.67882
}


Entry 4:
{
  "formula": "C22H78NO17P",
  "method": "wB97M-V/def2-TZVPD",
  "elements": ["H", "N", "H", "C", "H", "H", "C", "H", "H", "H", "H", "H", "H", "C", "O", "O", "H", "H", "H", "C", "O", "H", "C", "H", "H", "H", "H", "H", "H", "H", "H", "H", "H", "P", "H", "H", "C", "O", "C", "H", "H", "H", "H", "H", "H", "H", "C", "H", "H", "C", "H", "H", "H", "H", "H", "C", "H", "C", "O", "H", "H", "H", "H", "O", "C", "H", "O", "H", "H", "H", "H", "H", "C", "O", "H", "O", "C", "H", "C", "C", "H", "H", "H", "H", "H", "H", "H", "H", "C", "O", "H", "C", "H", "C", "O", "O", "H", "H", "H", "O", "C", "H", "C", "H", "H", "C", "H", "H", "H", "H", "O", "H", "O", "O", "H", "O", "H", "H", "H"],
  "coordinates": [[2.03, -1.31, -2.63], [-2.53, -1.28, -0.30], [4.25, -2.33, 0.77], [5.06, 6.59, 1.52], [-11.72, 1.81, -4.66], [1.19, 5.35, 1.53], [-16.56, 4.38, -4.63], [-13.18, 3.57, -4.25], [-4.79, 2.06, -2.67], [5.52, -5.24, 2.97], [10.80, -4.86, 3.19], [5.40, 1.15, -1.60], [-10.80, 2.73, -1.36], [-10.04, 2.40, -0.64], [5.94, 1.94, -1.48], [-8.73, 2.56, -1.20], [12.42, -4.29, 3.65], [6.48, -7.07, 4.23], [5.57, -10.18, 3.47], [-11.40, 2.85, -4.52], [-3.37, -2.44, 2.68], [-16.56, 4.48, -3.54], [5.27, -9.42, 2.75], [-10.46, 2.85, -3.97], [2.48, -2.13, 0.94], [4.99, 7.56, 1.01], [3.90, -5.54, 0.63], [5.67, -2.97, 3.33], [5.71, 3.96, -1.60], [-3.36, -0.42, 2.97], [5.35, -4.65, 0.14], [6.04, 6.52, 2.00], [-10.13, 2.98, 0.28], [3.41, -0.61, -0.70], [-1.98, 0.44, 0.74], [-15.45, 3.47, -5.94], [-3.45, -1.32, 3.57], [4.95, 5.51, 0.61], [-2.52, 0.19, -0.17], [4.42, -5.56, -1.07], [-6.18, 1.32, -4.81], [7.28, -6.80, 5.79], [-6.40, -0.43, -4.95], [-6.41, -0.05, -1.70], [-0.97, 0.14, -1.60], [-2.93, -1.52, -1.20], [4.76, -5.54, -0.03], [-17.50, 3.93, -4.94], [4.09, 5.58, 0.19], [11.36, -4.02, 3.61], [5.39, 4.55, 4.60], [-10.19, 1.35, -0.43], [0.56, 6.94, 1.03], [-8.61, 3.49, -1.39], [-4.41, -1.30, 4.09], [5.11, 3.07, -1.74], [1.10, 0.07, -0.07], [-6.23, 1.00, -1.92], [6.42, -9.08, 1.99], [4.57, -4.71, 4.39], [3.55, -0.97, 1.67], [-16.46, 5.38, -5.07], [11.34, -3.02, 5.28], [-1.30, 2.07, -1.03], [4.68, -4.64, 3.30], [-6.98, 1.34, -2.63], [-4.92, 1.13, -2.48], [-7.38, 1.50, -6.79], [4.28, 6.53, 2.29], [4.72, 3.05, -2.76], [4.27, 3.10, -1.03], [6.15, -8.40, 1.36], [-6.30, 0.50, -5.51], [7.57, -5.35, 4.33], [5.97, 2.95, 5.09], [1.87, 1.44, -1.44], [-0.26, 2.50, -1.91], [0.81, 2.61, -0.10], [7.39, -6.71, 4.71], [2.04, 0.56, -0.34], [3.77, -5.00, 2.83], [-0.13, 1.84, -2.75], [4.94, 3.11, 3.65], [0.15, 5.47, 0.10], [2.62, -2.68, -1.72], [-2.64, -1.34, 4.30], [1.59, 3.49, -1.40], [4.89, -8.55, 3.30], [2.89, -1.70, -2.09], [-7.48, 0.67, -6.30], [-11.24, 3.31, -5.50], [5.73, 3.58, 4.24], [-5.42, 0.43, -6.15], [3.44, -1.63, 0.82], [6.91, 3.72, 3.46], [4.86, -3.28, 2.91], [8.23, -7.32, 4.38], [3.70, -1.81, -2.78], [-6.31, 1.58, -1.00], [10.85, -3.76, 4.91], [1.07, 2.57, -1.15], [-3.53, 0.58, -0.10], [0.92, 5.97, 0.67], [8.37, -5.03, 4.76], [2.39, 1.13, 0.52], [-1.81, 0.78, -1.35], [5.05, -7.46, 0.07], [-3.45, -3.24, 3.21], [4.48, -9.83, 2.12], [-0.53, 3.51, -2.24], [-12.35, 3.58, -3.76], [6.70, 4.27, 2.70], [5.59, -6.68, 0.25], [2.10, 6.14, -0.12], [-3.15, -1.62, 0.43], [-15.45, 3.56, -4.98], [1.87, 6.69, -0.88], [11.23, -3.15, 2.96], [-2.50, 0.83, -2.19]],
  "e_tot_ha": -2559.84512
}


- Which formula does entry 3 have?
  C23H59BIO16P3SSi2